Entry 1:
The following is a DFT calculation (ωB97M-V/def2-TZVPD) of an isolated molecule of C5H7N.

```
13
Properties=species:S:1:pos:R:3:forces:R:3:lowdin_charge:R:1
C 0.41652 1.60249 1.84382 0.0 0.0 -0.1 -0.017
N 0.17488 1.56737 0.59751 0.0 0.0 -0.3 -0.070
C -0.25720 0.28819 -1.34347 0.0 -0.1 -0.1 -0.220
C 0.01017 1.59118 -0.61747 0.1 -0.1 0.6 -0.040
H 1.02623 -2.14391 -0.98315 -0.1 0.1 0.1 0.058
H 0.64752 0.08442 -1.93090 -0.1 0.0 0.0 0.108
H -1.47826 -0.77708 0.16087 0.1 0.0 -0.1 0.102
H -0.15378 -2.81719 0.27592 0.0 0.1 -0.1 0.052
H -1.05007 0.47420 -2.07704 0.1 0.0 0.1 0.101
H 1.43662 1.47399 2.19010 -0.1 0.0 0.0 0.070
C -0.59149 -0.88705 -0.46472 0.1 -0.1 0.0 -0.210
C 0.12791 -2.00139 -0.38471 -0.1 0.1 0.0 -0.002
H -0.39371 1.75815 2.54757 0.1 0.0 -0.1 0.068
```
Positions in Å, forces in eV/Å.

Results
Relative energy (zero: lowest compared OMol25 entry of this formula, charge and spin) (eV): 3.153
E_HOMO (eV): -8.0
E_tot (Ha): -249.35738

Entry 2:
The following is a DFT calculation (ωB97M-V/def2-TZVPD) of the ion C11H20N6O3PS with charge +1.

```
42
Properties=species:S:1:pos:R:3:forces:R:3:lowdin_charge:R:1
H 3.50317 -1.44635 -1.11335 -0.1 0.3 0.4 0.187
S -3.76158 2.64597 -0.54497 0.7 0.4 -1.1 0.960
C 1.83168 -0.87062 0.14802 -0.4 -0.7 -1.3 -0.158
H -5.25730 0.76746 1.57499 1.0 -0.4 -0.2 0.113
H 6.68095 -2.06765 1.31700 0.1 0.0 -0.4 0.095
H -4.17791 -0.09119 -0.92546 0.2 -0.2 0.9 0.091
C -0.53555 -2.05198 0.14288 -0.8 0.5 -1.3 -0.166
C 0.64519 -1.40150 -0.69549 0.7 0.0 0.4 -0.082
C -4.23741 -0.55549 0.09057 -0.9 -1.5 1.0 -0.220
O 6.33572 0.71461 1.89437 -0.9 -2.0 -0.6 -0.158
O 6.48506 -1.63172 0.46113 -1.4 1.6 2.2 -0.137
C -3.17566 -1.73738 0.24690 0.6 1.7 -0.8 -0.185
N 3.05984 0.13089 1.74114 1.5 -1.2 -2.1 0.123
H -3.66467 2.50285 1.87739 0.2 -0.5 -1.1 0.088
H -5.24647 -1.06701 0.13487 1.0 0.6 -0.2 0.115
H 5.09957 0.86921 -1.11266 0.6 0.2 -0.1 -0.019
C -2.24712 2.53338 -1.55034 2.7 -1.3 0.8 -0.548
N -1.10400 1.90581 -1.17260 -2.8 1.0 0.3 -0.029
C 3.86315 -0.33696 0.77236 0.3 -0.4 1.3 -0.267
H 6.53482 1.59678 1.51543 -0.1 -0.5 0.0 0.096
P 5.73394 -0.17456 0.65229 1.7 2.4 -2.7 0.585
H -1.57067 -0.29000 0.91734 -0.4 -0.6 -0.8 0.092
C -4.21323 0.46483 1.29511 0.4 0.1 -0.8 -0.236
H -3.72938 -0.05988 2.16646 -0.6 0.6 -0.6 0.118
H 1.01631 0.06839 1.89941 0.1 -0.2 -0.5 0.191
H -2.28130 1.67012 1.11310 -1.1 0.0 -0.3 0.058
H 0.26497 -0.52012 -1.29447 0.4 -0.9 0.6 0.109
H -0.23057 2.99615 -4.06165 -1.2 0.1 0.8 0.146
N 5.99995 0.64729 -0.67221 -1.5 -1.0 1.0 -0.165
H -0.86457 -2.97590 -0.41308 0.5 0.8 0.7 0.119
C -0.77155 2.74630 -3.12057 1.6 -1.2 1.6 -0.139
C -1.75664 -1.04300 0.10173 -0.2 -0.7 0.6 -0.230
H -0.25482 -2.35306 1.18588 -0.2 0.3 -1.0 0.119
C -3.39614 1.79353 1.03981 0.7 -0.2 1.1 -0.469
N -0.16441 2.04799 -2.14624 -2.0 1.7 -2.5 0.008
H -3.27965 -2.28920 1.21420 -0.1 0.4 -0.8 0.117
O -2.06327 3.10080 -2.80552 0.6 -0.9 1.0 0.028
N 1.81073 -0.21472 1.32675 0.8 -0.8 -1.8 0.112
H -1.80671 -0.46577 -0.86567 0.4 -0.7 1.0 0.097
H -3.30240 -2.42185 -0.63902 0.1 0.4 1.1 0.119
H 1.07454 -2.14305 -1.42977 -0.3 0.8 0.8 0.131
N 3.15341 -0.99343 -0.26611 -2.0 1.7 3.4 0.192
```
Positions in Å, forces in eV/Å.

Results
E_HOMO (eV): -11.4
Total charge: +1
Structure (SMILES): N=P(O)(O)c1n[nH]c(CCCCCCCSc2nnco2)[nH+]1
E_tot (Ha): -1724.66873

Entry 3:
The following is a DFT calculation (ωB97M-V/def2-TZVPD) of a structure of composition C4H12CsO4.

```
21
Properties=species:S:1:pos:R:3:forces:R:3:lowdin_charge:R:1
O 34.44038 -8.49388 -2.27763 0.2 0.0 -0.1 -0.066
C 35.18558 -7.45144 6.20544 -0.3 0.3 -1.3 -0.238
H 33.59463 -8.67760 6.38374 0.1 0.2 0.3 0.095
H 35.75123 -7.19440 0.41993 0.3 0.2 -0.2 0.107
H 36.27322 -7.51814 -2.14939 0.2 0.0 0.1 0.131
H 35.57791 -7.03630 5.26747 0.5 -0.3 0.2 0.110
H 33.49298 -8.43070 -0.54041 -0.1 0.2 -0.1 0.075
H 36.09898 -8.99530 -1.13411 0.1 0.0 -0.1 0.124
Cs 34.26023 -9.00742 2.86091 0.0 0.0 0.2 1.159
O 34.02098 -8.13101 5.71647 -0.3 0.1 0.1 -0.227
H 34.71061 -8.94196 -3.08536 -0.1 0.0 0.0 0.107
O 33.87911 -7.89563 0.16802 0.4 -0.1 -0.1 -0.255
O 36.35821 -9.53945 6.04796 -0.2 0.1 0.1 -0.072
H 36.02651 -10.32204 6.49227 0.1 -0.1 0.1 0.090
H 34.77706 -6.26210 -0.74484 0.0 0.0 -0.1 0.129
C 35.59641 -8.10718 -1.53012 -0.5 -0.1 -0.2 -0.213
H 34.96826 -6.53326 6.75921 -0.3 -0.4 0.5 0.130
H 37.11383 -7.89309 6.96539 0.0 0.1 0.3 0.128
H 35.78484 -8.63246 7.87854 0.1 -0.3 0.0 0.132
C 35.04358 -7.26363 -0.40719 -0.4 -0.1 0.6 -0.225
C 36.14890 -8.39555 6.87714 0.3 0.3 -0.3 -0.222
```
Positions in Å, forces in eV/Å.

Results
Relative energy (zero: lowest compared OMol25 entry of this formula, charge and spin) (eV): 0.000
E_HOMO (eV): -13.7
Total charge: +1
E_tot (Ha): -480.49028

Entry 4:
The following is a DFT calculation (ωB97M-V/def2-TZVPD) of a cluster of 2 separate species, C9H14F5N4O5S in total.

```
38
Properties=species:S:1:pos:R:3:forces:R:3:lowdin_charge:R:1
O 1.54303 -0.60613 4.57124 0.0 -0.5 0.0 -0.167
H -1.78528 0.19325 -6.06099 0.1 0.0 -0.1 0.089
O 3.45475 -2.46598 -0.51531 0.0 0.0 0.2 0.063
F -1.18607 1.75439 -0.91743 0.0 -0.1 0.0 0.161
H 0.70068 -0.22219 -4.31352 -0.1 0.0 0.2 0.123
H -1.88704 2.81103 2.33943 0.0 0.0 0.0 0.096
H -1.41314 -1.28198 -5.17827 0.1 0.0 0.0 0.079
O 2.81908 0.94117 3.15140 0.4 -0.3 -0.2 -0.158
C -0.97067 -0.42142 -5.67865 -0.3 0.0 0.2 -0.053
F 3.49599 -1.34960 3.36077 0.0 -0.2 -0.1 -0.066
H -1.18052 -1.43168 0.39429 -0.1 0.2 0.2 0.153
F -2.97042 1.67217 -2.14268 0.0 0.0 0.0 0.195
H -1.80173 -0.19298 2.34066 0.1 -0.2 -0.2 0.138
C 1.90183 -1.54892 0.94721 0.2 0.0 0.4 -0.288
C -1.20262 0.15957 -2.66313 0.1 -0.1 -0.2 -0.412
N 0.87025 -1.83402 0.16914 0.1 0.0 -0.2 0.215
F 0.17456 1.79427 1.90224 0.1 -0.1 0.1 -0.003
H -0.90801 -0.65862 3.79156 0.1 0.1 0.1 0.140
H 3.95364 -1.59070 1.24512 0.1 0.0 -0.1 0.157
S 2.33569 -0.34671 3.43885 -0.6 1.5 0.6 0.655
O -0.90736 -0.99368 -2.52449 0.0 0.0 0.2 0.152
C -0.18694 -1.35098 0.80697 0.6 -0.3 -0.6 -0.034
C -0.50124 1.37085 3.04050 -0.5 -0.2 0.5 -0.354
H 0.15113 1.46767 3.90710 0.3 0.1 -0.2 0.127
N 0.11752 -0.77463 1.94917 -1.1 -0.2 0.5 -0.013
H -1.56998 2.93281 4.05841 -0.2 0.0 0.1 0.090
C -1.74317 2.23020 3.25022 0.3 0.1 -0.3 0.001
H -2.65146 1.65274 3.40561 0.0 0.0 0.3 0.088
N 1.48549 -0.90081 2.09869 0.2 -0.6 -0.5 -0.004
N 3.16565 -1.82890 0.66826 -0.2 0.1 -0.2 0.045
C -0.84362 -0.11861 2.85118 0.2 0.5 -0.2 -0.028
H 3.13499 -1.87822 -1.21787 0.1 0.0 -0.1 0.129
H 0.34249 1.22523 -5.24482 -0.1 0.1 0.1 0.129
C -0.10597 0.37878 -4.73137 0.3 -0.1 -0.5 -0.181
H -0.37481 -0.77896 -6.51672 0.0 0.0 0.0 0.089
C -2.00464 0.94154 -1.60321 -0.2 0.2 0.0 -0.540
F -2.56069 0.09455 -0.72022 0.0 0.0 0.0 0.138
O -0.89136 0.95549 -3.65932 0.0 0.1 0.1 0.048
```
Positions in Å, forces in eV/Å.

Results
E_HOMO (eV): -13.8
Total charge: +1
E_tot (Ha): -1843.76149

Entry 5:
The following is a DFT calculation (ωB97M-V/def2-TZVPD) of an isolated molecule of C21H21NO3S2.

```
48
Properties=species:S:1:pos:R:3:forces:R:3:lowdin_charge:R:1
H -5.12254 0.47079 1.89811 0.1 0.1 0.2 0.110
C 0.39320 -2.15225 -0.21119 0.2 -0.2 -0.1 -0.132
O 5.37538 -2.21840 -0.26919 -0.1 0.1 -0.3 -0.313
H 3.64068 -1.85966 -2.28403 0.1 0.0 -0.1 0.117
H -0.68538 3.51920 1.56306 -0.1 0.0 0.1 0.111
C -6.00581 -0.01991 -0.05601 -0.1 0.0 -0.2 -0.190
O -1.17498 -3.38289 1.08120 0.1 -0.3 0.0 0.089
H -6.89232 0.58655 -0.01072 -0.2 0.1 0.0 0.100
N -1.59321 -1.18432 0.76466 -0.3 0.1 0.1 -0.062
H 2.67393 2.64379 -1.93116 0.1 0.0 -0.1 0.103
C 0.39570 2.01484 0.49351 0.0 0.0 0.1 -0.229
C 0.34267 -2.23816 -1.59909 0.0 0.0 0.2 -0.008
H 1.45064 -2.21178 -3.42897 0.0 0.0 -0.1 0.111
H -6.21911 -0.94601 -2.02899 -0.2 0.0 -0.2 0.059
H 1.61504 0.76572 -0.74630 0.0 -0.2 0.0 0.099
H -2.10319 0.70059 0.09193 0.1 -0.1 -0.1 0.135
H 0.52978 0.15716 1.52695 0.0 0.0 0.1 0.109
C 1.50074 -2.13549 -2.35356 0.0 0.0 0.0 -0.045
C 4.55965 0.23402 0.28731 -0.3 -0.9 0.1 -0.118
H 3.74418 0.73744 0.79038 -0.2 0.1 0.1 0.055
C 1.93768 2.83784 -1.16495 0.1 0.0 -0.1 -0.080
C 2.72033 -1.93451 -1.72655 0.1 0.0 -0.1 -0.057
C -5.68182 -0.80466 -1.11260 0.2 -0.2 -0.1 -0.414
H 1.71105 -1.95760 1.49356 -0.1 0.0 0.2 0.129
H 0.36928 5.39626 0.37781 0.0 0.1 0.0 0.103
S 4.33237 -1.56235 0.46946 0.2 0.6 0.0 0.650
C 1.62004 -1.98016 0.41831 -0.2 0.0 0.1 -0.005
H 5.50589 0.48873 0.74815 0.2 -0.1 0.1 0.069
C -0.85852 -2.31146 0.60632 0.1 0.1 0.0 -0.427
H 4.57777 0.46923 -0.76859 0.0 0.0 -0.2 0.061
H -0.79144 1.19640 2.07663 0.0 0.0 0.1 0.118
C 1.34313 1.78260 -0.49799 0.0 0.0 0.0 -0.051
C -0.24464 0.85289 1.19745 -0.1 0.0 -0.2 -0.107
C 1.59057 4.14167 -0.85168 0.0 0.1 0.0 -0.091
C 0.05076 3.32425 0.79640 0.0 0.0 0.0 -0.038
H -0.60956 -2.39418 -2.08510 -0.1 0.0 -0.1 0.126
C -1.19905 0.10624 0.24817 0.4 0.3 0.0 -0.133
C -5.04402 -0.08193 0.97869 0.3 -0.2 0.1 -0.135
H -2.77242 -0.56387 2.38627 0.0 -0.1 0.0 0.136
S -4.20228 -1.64751 -0.86736 -0.2 0.4 0.4 1.040
C 0.64524 4.38216 0.12965 0.0 0.1 0.0 -0.082
C 2.76139 -1.86013 -0.34816 0.5 0.1 0.3 -0.283
H -0.71166 -0.02308 -0.72068 -0.1 0.1 0.1 0.118
O 4.19140 -1.85477 1.86869 -0.3 0.1 0.1 -0.313
H -2.88911 -2.27785 1.91095 0.0 0.3 0.0 0.129
C -4.01147 -0.92077 0.69583 -0.1 -0.1 -0.3 -0.518
C -2.82189 -1.25061 1.53419 0.0 -0.4 0.2 -0.148
H 2.05593 4.96595 -1.37076 0.0 0.1 0.0 0.101
```
Positions in Å, forces in eV/Å.

Results
Relative energy (zero: lowest compared OMol25 entry of this formula, charge and spin) (eV): 0.000
E_HOMO (eV): -9.0
Structure (SMILES): CS(=O)(=O)c1cccc(C(=O)N(CCc2ccccc2)Cc2cccs2)c1
E_tot (Ha): -1889.68256

Entry 6:
The following is a DFT calculation (ωB97M-V/def2-TZVPD) of a structure of composition C3H7BO2.

```
13
Properties=species:S:1:pos:R:3:forces:R:3:lowdin_charge:R:1
O -2.03062 -0.36757 -1.63515 -1.2 -1.6 -0.6 0.108
C 2.41780 -0.01301 0.61408 0.1 -1.7 -0.9 -0.125
H 0.84265 -1.54360 0.01397 0.4 2.3 0.9 0.138
H 3.08201 -0.51278 -0.06997 0.6 -0.3 -0.2 0.070
B -1.81419 0.08278 -0.36100 3.1 0.9 -0.7 -0.504
H 0.39784 1.53635 0.12663 -0.4 -0.1 0.0 0.058
H 2.64654 -0.36668 1.58571 0.4 0.0 1.1 0.064
H -3.69225 0.63129 0.38153 0.6 -0.4 -0.5 0.115
H 2.57342 1.00729 0.46978 0.2 1.8 0.2 0.053
H -2.82493 -0.94119 -1.91180 1.7 1.7 1.1 0.147
C 1.04788 -0.39983 0.24946 -0.8 -3.0 -1.1 -0.281
C 0.11889 0.48555 0.00418 -4.7 0.1 -0.4 -0.005
O -2.76503 0.40138 0.53256 0.0 0.4 1.1 0.161
```
Positions in Å, forces in eV/Å.

Results
Relative energy (zero: lowest compared OMol25 entry of this formula, charge and spin) (eV): 1.442
E_HOMO (eV): -9.1
E_tot (Ha): -293.85330